## one
{
  "formula": "C2H7N2O3",
  "method": "wB97M-V/def2-TZVPD",
  "charge": 1,
  "e_homo_ev": -15.05,
  "spin_multiplicity": 1,
  "homo_lumo_gap_ev": 10.913,
  "elements": ["C", "C", "N", "N", "O", "O", "O", "H", "H", "H", "H", "H", "H", "H"],
  "positions_angstrom": [[-1.059, -0.642, -0.083], [1.817, -0.436, 0.550], [-1.441, 1.703, 0.049], [0.808, -0.244, -0.498], [-1.303, -1.893, 0.215], [-1.642, -1.297, -1.080], [-1.394, 0.379, 0.631], [1.818, 0.560, 1.169], [1.525, -1.341, 1.119], [2.724, -0.529, -0.076], [-1.458, 2.377, 0.832], [-2.243, 1.818, -0.713], [0.887, -1.098, -1.180], [0.961, 0.644, -0.934]]
}

## two
{
  "formula": "C2H7N2O3",
  "method": "wB97M-V/def2-TZVPD",
  "charge": 1,
  "e_homo_ev": [-14.62, -14.61],
  "spin_multiplicity": 1,
  "homo_lumo_gap_ev": [6.876, 6.873],
  "elements": ["C", "C", "N", "N", "O", "O", "O", "H", "H", "H", "H", "H", "H", "H"],
  "positions_angstrom": [[-2.348, 0.617, 0.092], [2.639, 0.422, 0.584], [-1.501, -1.483, -0.071], [0.794, -0.621, -0.713], [1.410, -0.763, -1.722], [-2.297, -0.568, -0.540], [1.307, -0.182, 0.386], [-2.338, 0.591, 1.197], [-3.207, 1.107, -0.268], [-1.442, 1.280, -0.123], [2.730, 1.185, -0.295], [3.420, -0.306, 0.616], [2.575, 1.044, 1.461], [-1.741, -2.323, -0.604]]
}

Name the least stable of them. two.

## one
{
  "formula": "C4H10N2S",
  "method": "wB97M-V/def2-TZVPD",
  "charge": 0,
  "e_homo_ev": -8.43,
  "spin_multiplicity": 1,
  "smiles": "C[C@@H](CN)NC=S",
  "homo_lumo_gap_ev": 8.891,
  "elements": ["C", "C", "C", "N", "N", "C", "S", "H", "H", "H", "H", "H", "H", "H", "H", "H", "H"],
  "positions_angstrom": [[0.904, -0.627, -1.455], [0.273, -0.588, -0.086], [1.025, 0.534, 0.756], [0.408, 0.691, 2.094], [-1.167, -0.465, -0.101], [-1.932, 0.580, -0.437], [-1.487, 2.093, -0.964], [0.597, -1.517, -2.010], [2.030, -0.619, -1.438], [0.540, 0.247, -2.017], [0.410, -1.606, 0.371], [0.929, 1.458, 0.181], [2.090, 0.274, 0.793], [0.555, -0.211, 2.573], [-0.568, 0.808, 1.901], [-1.651, -1.352, 0.171], [-2.956, 0.302, -0.331]]
}

## two
{
  "formula": "C4H10N2S",
  "method": "wB97M-V/def2-TZVPD",
  "charge": 0,
  "e_homo_ev": [-6.82, -6.82],
  "spin_multiplicity": 1,
  "homo_lumo_gap_ev": [7.451, 7.452],
  "elements": ["C", "C", "C", "C", "N", "N", "S", "H", "H", "H", "H", "H", "H", "H", "H", "H", "H"],
  "positions_angstrom": [[0.062, -0.276, -1.833], [0.765, 0.573, -0.785], [0.538, 0.281, 1.979], [-0.094, 1.694, 1.947], [-0.779, -1.040, -0.878], [-0.968, -2.293, -1.202], [0.693, -0.684, 0.472], [-0.569, 0.216, -2.674], [0.712, -0.967, -2.291], [1.823, 0.818, -1.026], [0.329, 1.476, -0.603], [0.280, -0.394, 2.740], [0.646, 2.413, 1.758], [-0.677, 1.853, 2.880], [-0.977, 1.856, 1.294], [-0.154, -2.913, -1.246], [-1.630, -2.613, -0.531]]
}

## three
{
  "formula": "C4H10N2S",
  "method": "wB97M-V/def2-TZVPD",
  "charge": 0,
  "e_homo_ev": -8.19,
  "spin_multiplicity": 1,
  "homo_lumo_gap_ev": 7.567,
  "elements": ["C", "C", "C", "C", "H", "H", "H", "H", "H", "H", "H", "H", "H", "H", "N", "N", "S"],
  "positions_angstrom": [[-0.014, 1.932, -1.694], [0.968, 1.107, -1.171], [0.674, -0.991, 0.112], [-1.315, -1.530, 1.815], [-0.533, 1.415, -2.976], [1.019, 3.072, -1.618], [-1.244, 2.155, -0.721], [1.303, 0.503, -2.017], [1.896, 1.382, -0.421], [-0.620, 0.928, 0.709], [0.593, -2.567, 1.330], [-1.561, -2.676, 2.247], [-2.018, -1.239, 0.989], [-1.569, -0.724, 2.863], [0.097, 0.108, -0.419], [0.052, -1.588, 1.151], [2.271, -1.286, -0.177]]
}

Name the least stable of them. three.

## one
{
  "formula": "BrH3NP",
  "method": "wB97M-V/def2-TZVPD",
  "charge": 0,
  "e_homo_ev": [-8.45, -8.45],
  "spin_multiplicity": 1,
  "homo_lumo_gap_ev": [6.924, 6.919],
  "elements": ["N", "P", "Br", "H", "H", "H"],
  "positions_angstrom": [[-1.259, 0.446, -0.142], [2.200, -2.334, -0.044], [2.308, -0.210, 0.063], [-1.599, 1.463, -0.307], [-0.357, 0.313, -0.445], [-1.294, 0.322, 0.875]]
}

## two
{
  "formula": "BrH3NP",
  "method": "wB97M-V/def2-TZVPD",
  "charge": 0,
  "e_homo_ev": -9.46,
  "spin_multiplicity": 1,
  "smiles": "NPBr",
  "homo_lumo_gap_ev": 9.502,
  "elements": ["N", "P", "Br", "H", "H", "H"],
  "positions_angstrom": [[0.509, -0.177, -1.076], [0.569, -0.206, 1.128], [-0.784, 1.449, 1.524], [0.579, 0.790, -1.319], [-0.432, -0.581, -1.499], [-0.440, -1.275, 1.242]]
}

Name the least stable of them. one.